# 1
A structure of composition C11H20Cl2OTl, computed with ωB97M-V/def2-TZVPD.

**Calculated total energy**: -43514.25401 eV
**Frontier orbital gap**: 0.2025 Eh
**Energy relative to the best compared isomer or geometry (same formula, charge and spin)**: 207.1 kJ/mol
**Total charge**: -1
**E_HOMO**: -2.6 eV

Atoms and positions in Å:
H1 2.8527 1.3877 -0.2325
H2 4.9295 0.2082 -0.7586
C1 1.4447 0.2898 -1.4489
H3 4.1624 -0.7407 -2.0192
H4 -2.6080 1.8106 0.9996
C2 2.0891 -1.7585 -0.5088
H5 0.1227 -1.1225 0.0779
C3 -2.5629 -1.2089 1.1847
H6 3.1682 1.5450 -1.9822
Tl1 -0.1634 1.3412 -0.2440
C4 2.9425 0.8556 -1.2081
H7 0.0920 1.6531 -2.9237
C5 -4.0483 -0.8074 1.0688
H8 2.1984 -2.0988 -1.5770
Cl1 -2.4367 0.8096 -1.2712
H9 -4.7841 1.2578 1.3031
C6 0.7053 1.7931 -1.9866
O1 -1.7802 -0.0344 1.4575
H10 1.3292 -0.3439 -2.4004
H11 -4.7033 -1.5592 1.5152
C7 -4.1255 0.5430 1.8078
H12 4.1822 -2.1352 0.0455
H13 -4.4591 0.3959 2.8415
C8 1.0476 -0.7393 -0.4266
H14 -2.3156 1.5087 2.7345
H15 -2.1963 -1.6918 0.2640
Cl2 0.3493 2.5692 1.8306
C9 -2.6704 1.0525 1.8042
C10 3.9939 -0.2676 -1.0686
H16 1.7747 -2.6000 0.0616
C11 3.4788 -1.2857 -0.0404
H17 -2.4360 -1.9019 2.0388
H18 3.4182 -0.8252 0.9414
H19 -4.2974 -0.6505 0.0130
H20 1.3058 2.7507 -1.8928



# 2
A structure of composition C34H47ClIIrN5OPS, computed with ωB97M-V/def2-TZVPD.

**Calculated total energy**: -89090.26909 eV
**Frontier orbital gap (spin up / spin down)**: 0.2644 / 0.2095 Eh
**Multiplicity**: 5
**Energy relative to the best compared isomer or geometry (same formula, charge and spin)**: 60.3 kJ/mol
**Total charge**: +2
**E_HOMO (spin up / spin down)**: -12.9 / -13.4 eV

Atoms and positions in Å:
H1 0.1765 -2.4078 0.0604
C1 -3.3371 3.3044 -0.0551
C2 -1.1003 -0.5443 3.0979
C3 -4.9129 1.4966 0.0604
Ir1 -0.9078 -0.5864 -0.2368
H2 -5.4552 3.5804 0.0106
S1 -2.8785 0.3164 -2.9823
C4 1.6436 1.3240 2.2482
H3 2.2716 -0.6473 -5.4366
H4 -1.2741 2.6696 -0.1438
C5 -0.1954 -0.9146 5.2627
H5 0.9036 -1.0697 -3.3824
C6 -3.9931 -0.8220 -0.0208
C7 3.3849 2.1584 0.6095
N1 -1.6146 -1.8831 -2.2274
H6 3.4475 -0.7089 -1.2326
H7 3.7749 1.4046 -1.9880
H8 2.9351 -3.0859 -1.0623
C8 -5.3405 -1.2835 -0.0421
C9 2.0673 0.1517 -4.7249
H9 -0.0473 -0.2751 -4.6429
C10 -2.4439 -4.0523 -2.8139
H10 1.3967 2.3097 -1.6181
C11 -1.5206 -3.1932 -2.1980
C12 1.6017 1.3047 -2.0130
H11 1.2657 -1.7339 1.9724
N2 -1.0746 -0.8217 1.9705
H12 4.7075 3.4886 1.6571
H13 3.4052 -0.6770 -3.2704
C13 -6.4201 -0.4279 0.0371
C14 0.7874 -0.1433 -3.9521
H14 3.5899 -2.5208 2.5941
H15 -3.1000 4.3552 -0.1133
H16 4.2905 2.0566 2.5868
N3 -1.0902 -0.2412 4.3426
C15 3.6017 -1.2804 0.8304
C16 1.6721 2.6170 3.0766
H17 -7.4222 -0.8283 0.0477
I1 -5.5588 -3.3550 -0.2349
H18 4.0727 1.3586 0.3330
N4 -3.4989 -2.1350 -3.6207
C17 -1.9364 0.8139 4.8595
H19 3.4013 2.9035 -0.1882
C18 3.1993 -2.5533 1.5763
C19 -6.2279 0.9439 0.1025
H20 1.2537 2.4519 0.5146
C20 1.1703 -2.9154 0.1677
H21 -1.3197 1.6177 5.2675
H22 3.6247 -3.4338 1.0951
C21 -4.6412 2.8740 0.0130
H23 -0.4479 0.7944 -2.4578
N5 -2.5361 1.0643 -0.0341
H24 -4.1885 -4.0398 -4.0884
H25 0.4988 -0.1921 5.7003
C22 2.7684 -1.0487 -0.4453
H26 2.3585 4.3088 1.8994
H27 -0.6697 -3.6016 -1.6733
C23 3.8918 2.8096 1.9046
H28 -2.5623 1.2124 4.0626
C24 1.9438 1.6367 0.7817
C25 2.9641 1.3824 -2.7177
H29 1.9414 1.0763 -5.2895
C26 -2.6299 -1.3205 -2.9285
Cl1 -7.5885 1.9712 0.2122
H30 3.5228 -0.4347 1.5077
P1 1.4392 0.2929 -0.4278
C27 3.2292 0.2886 -3.7501
H31 1.6019 -2.2342 -1.8345
C28 1.6812 -2.6694 1.5905
H32 4.6522 -1.3629 0.5447
H33 -0.7674 -1.3830 6.0661
H34 2.3678 0.6220 2.6592
H35 2.9843 2.3433 -3.2392
H36 3.1717 4.1305 3.4455
H37 0.3058 1.9058 -3.6138
O1 -3.0330 -1.6211 -0.0784
C29 -3.4442 -3.4724 -3.5495
H38 1.8451 2.3560 4.1218
C30 -2.3092 2.3613 -0.0720
C31 2.1321 -2.3666 -0.8878
C32 2.7711 3.5770 2.5968
H39 0.7025 3.1158 3.0158
H40 1.0184 -3.9826 0.0018
C33 0.4789 1.0104 -3.0110
H41 4.1376 0.5524 -4.2935
H42 0.3694 -1.6831 4.7365
H43 -2.5771 0.4238 5.6522
H44 -2.3614 -5.1197 -2.7163
H45 0.6577 0.8661 2.3196
C34 -3.8036 0.6175 0.0249
H46 1.3593 -3.4730 2.2540
H47 -4.2113 -1.6746 -4.1809



# 3
An isolated molecule of C10H11F2N, computed with ωB97M-V/def2-TZVPD.

**Calculated total energy**: -17472.75640 eV
**Frontier orbital gap**: 0.3678 Eh
**Energy relative to the best compared isomer or geometry (same formula, charge and spin)**: 17.2 kJ/mol
**Total charge**: 0
**E_HOMO**: -9.0 eV

Atoms and positions in Å:
C1 -2.5318 1.2832 -0.1062
H1 5.3299 -0.7932 -0.6564
H2 3.2031 -1.6788 0.0325
C2 -0.9071 -0.9094 0.2488
C3 1.9680 1.5894 0.1938
N1 4.4829 -0.2670 -0.8685
H3 -2.6395 -2.1160 -0.1774
H4 1.3633 0.1193 1.7319
C4 1.1146 0.4656 0.7239
F1 -4.3201 -0.1543 -0.5279
H5 -0.7569 2.4577 0.3145
C5 3.4118 -0.5752 0.0667
C6 -3.0260 0.0096 -0.2388
F2 -0.1183 -1.9912 0.4180
C7 -1.1715 1.4444 0.2071
H6 1.5042 2.3170 -0.4776
H7 4.7341 0.6811 -0.8119
H8 3.6624 -0.3494 1.1119
C8 -0.3293 0.3499 0.3799
H9 1.8474 -0.0030 -1.3451
H10 2.6817 2.0026 0.9035
C9 -2.2368 -1.1202 -0.0584
C10 2.1801 0.1923 -0.3011
H11 -3.1960 2.1630 -0.2501